Entry from OMol25: a single FNO3S molecule in a non-equilibrium geometry (ωB97M-V/def2-TZVPD).

Computed properties:
Energy relative to the best compared isomer or geometry (same formula, charge and spin), kJ/mol: 117.4
E_tot, Ha: -778.37129

Geometry (Å):
F 1.7278 0.7914 0.7543
O -0.3128 0.1445 -0.4050
S 1.2439 -0.1553 -0.5747
O -2.5116 0.5318 -0.3271
N -1.7211 0.2776 0.4411
O 1.5738 -1.5900 0.1113



Entry from OMol25: a molecular structure, C5H8O2 (ωB97M-V/def2-TZVPD).

Computed properties:
Energy relative to the best compared isomer or geometry (same formula, charge and spin), kJ/mol: 398.9
E_tot, Ha: -345.65303

Geometry (Å):
H -0.7983 1.6786 -0.1436
C 0.5159 0.0632 -0.7666
C -0.6285 0.6154 0.0731
C -1.9102 -0.1871 -0.0942
H 1.9552 0.9238 1.0121
O -0.0585 0.4501 1.3604
H -1.7092 -1.2463 0.0918
C 1.3256 -0.9187 -0.1688
H 0.6981 -1.7413 0.2099
H -2.6549 0.1523 0.6305
O 0.9017 0.7439 -1.8020
C 1.3178 0.0301 1.0813
H 1.6917 -0.6091 1.8669
H 1.7081 0.2595 -2.0954
H -2.3235 -0.0697 -1.1020



Entry from OMol25: 11 unconnected molecules or ions with the total composition C48H76Br2Cl20NO8P3 in a non-equilibrium geometry (ωB97M-V/def2-TZVPD).

Computed properties:
SMILES: CCc1c2c(c([C@H](Br)[C@H](C)Br)c(CCCCN)c1P(C)CC)C(=O)c1cc(CC(=O)O)c(O)c(PP(=O)(O)O)c1C2=O.ClCCCl.ClCCCl.ClCCCl.ClCCCl.ClCCCl.ClCCCl.ClCCCl.ClCCCl.ClCCCl.ClCCCl
E_tot, Ha: -17907.33003

Geometry (Å):
N -0.3028 4.2183 -3.4349
C 4.0838 1.5478 1.2994
H -0.2329 3.3854 2.1870
H 6.8711 -1.6346 -2.7638
C 6.8559 0.9259 1.3732
H -9.0174 -4.3285 -0.8171
H -2.2939 4.4873 -7.6222
H 5.1162 -1.8317 4.1029
Cl -14.1648 1.1858 -0.3265
H 1.6079 -2.6970 -8.2360
C 1.5410 -2.3453 -6.1330
H -4.0761 2.3570 7.4208
C 2.6687 0.8049 -0.9760
P 5.8457 0.8912 5.3876
Cl 0.3315 3.8493 -6.6222
C 1.9876 0.9631 0.2505
C -2.1246 2.1851 6.5768
Cl -0.5215 -3.4219 -7.5746
P 5.3906 -1.1177 6.0986
Cl -6.6010 -3.1193 -3.3252
O 6.9057 2.1792 -0.6461
H -0.9983 -2.3601 9.7599
C 3.9595 -4.5639 -0.1841
H -3.4980 -2.9169 1.0047
C 2.7194 1.3252 1.4021
Cl -2.7705 2.4731 -6.4941
Cl -14.0037 3.7379 1.9309
Cl -1.1690 6.2814 -12.2574
Cl -7.0579 -3.3471 0.0338
C -0.6878 3.1709 -2.4496
H 3.9474 -1.2209 -2.2209
P 0.1729 0.6070 0.1461
H 9.6432 -2.0984 3.2035
H 1.7251 2.5645 -2.5586
C 10.9710 -0.4834 2.6537
O 11.4223 0.1732 1.7671
H -9.4815 -4.0095 1.3444
H -0.7641 0.9775 -2.4126
Br 4.7328 -1.2067 -4.5505
H -0.0346 -2.2896 7.4234
H -0.1045 3.3733 -1.5487
H 1.0556 -1.6862 0.1589
C -10.4603 -4.4336 1.5556
C 1.4182 5.4459 -11.9794
H 11.1708 0.0090 4.4946
C -3.5660 1.7527 6.6720
Cl -1.9409 -0.5228 8.6449
H 2.7932 1.8460 3.4739
H -8.4540 -4.5496 -3.1621
H -2.5758 -2.7518 9.0689
O 11.5804 -0.6133 3.8762
C -0.6066 3.1997 -7.9926
Cl -4.4275 1.9882 5.1297
O 4.6908 2.8581 3.2256
H -5.4321 -2.0897 2.4192
Cl -3.4862 -1.0742 3.2550
C 1.2720 1.6567 -2.9586
H 5.9254 0.9368 -2.0828
C -2.0832 3.4405 -7.8252
H -1.7594 3.2434 -2.2689
H 2.4707 -1.7811 -6.1650
C -4.6958 -1.4121 1.9886
H 0.5399 4.6666 -3.0924
C 6.1847 1.1394 2.5681
H -13.0972 0.1862 1.5044
O 3.8389 -1.0760 6.5644
H 6.4421 -0.9902 -1.1624
H -1.8177 0.9892 1.3721
H -2.0510 3.1957 6.1828
C 4.9339 1.9535 2.4627
H 4.5700 1.4316 5.1477
H -3.6597 0.7072 6.9477
H -8.7689 -2.7068 -1.4613
Cl 2.9474 -4.4046 -1.6413
H 1.3663 5.1184 -13.0143
H -4.8758 -2.3303 0.0724
H 2.4445 5.7328 -11.7570
H 3.9133 -4.1249 1.9046
H 4.9312 -4.1330 -0.4042
C 1.7321 0.0409 3.3148
H -0.7118 3.3133 0.4597
C 8.0018 0.1566 1.3503
C -0.8051 1.3636 1.5081
H -10.6311 -3.7858 3.5826
C 1.8951 0.4203 -2.2390
C 4.8904 0.7243 -2.2991
C 4.0713 0.9756 -1.0478
Cl -11.3997 -4.4541 0.0355
C -8.2792 -3.6511 -1.2385
C 6.6453 0.6211 3.7706
H -0.6315 -3.8825 7.9054
C 8.4624 -0.4093 2.5334
H -0.0056 3.7539 -4.2898
C 0.4980 6.6105 -11.7196
Cl -3.0285 -0.8904 -0.0981
Cl -1.1654 1.1186 5.5172
H -12.1868 -4.0124 2.7787
H 2.3105 -4.2488 1.1708
Cl 3.2755 -2.1273 0.8369
H 4.0874 -5.6280 0.0078
H -0.3857 2.1382 -8.0772
H -2.6048 3.1497 -8.7356
C -13.2312 1.2202 1.1915
Cl 1.0325 4.0466 -10.9431
H -1.8920 3.1948 1.7359
H -0.5222 1.0714 2.5184
O 5.5713 -2.1823 4.8863
C 4.7569 1.3641 0.0934
C -7.6649 -4.2630 -2.4691
H 0.8465 7.4808 -12.2729
C 6.2520 1.5576 0.1538
H 9.7133 -1.7550 1.5002
H -13.3978 1.8730 3.2156
Cl -1.9778 -2.9108 6.2453
C -4.0890 -2.0365 0.7608
C 0.1067 -1.2241 0.4596
C -1.6254 -2.2615 8.8756
C 7.7963 -0.1621 3.7244
H 0.9329 0.0741 4.0502
H 2.6218 -0.3143 3.8558
H -0.2468 3.7029 -8.8889
O 6.2123 -1.4508 7.2576
H 1.2387 2.1234 2.7901
H 5.7613 -2.5058 -1.7124
H -7.0798 -5.1459 -2.2243
C 0.8950 -2.3415 -7.4938
C -13.9368 1.9907 2.2769
C 9.6914 -1.2851 2.4825
H 1.7640 -3.3561 -5.8005
C 2.0820 1.4457 2.7646
C -11.1658 -3.6659 2.6420
O 8.2927 -0.6847 4.8973
H 1.1445 -0.3358 -2.0188
H -10.3292 -5.4701 1.8622
H 8.5053 -0.0212 0.4090
H -0.6696 -1.6784 -0.1412
Cl -11.2208 -1.9184 2.2921
H -1.6546 2.1615 7.5586
Br 4.4757 1.9733 -3.7338
H 7.9848 -1.5924 5.0298
H 0.4650 6.8613 -10.6625
C 4.8580 -0.8063 -2.6369
H 0.5701 -1.3427 -7.7744
H -14.9555 1.6376 2.4147
H -5.1893 -0.4732 1.7492
H 3.2675 -1.0436 5.7802
C 6.0660 -1.5161 -2.0431
H -0.5975 1.7366 -3.9900
C -0.2682 1.7823 -2.9453
H 1.5940 1.6182 -3.9969
H 2.5755 -0.0257 -2.9546
C -0.8778 2.9041 1.4549
Cl 0.5126 -1.5750 -4.8982
H -0.0625 -1.4599 1.5105
C -0.9245 -2.8579 7.6823
C 3.3293 -3.9022 1.0127
H -12.2544 1.6449 0.9737
H 1.5572 -0.6863 2.5313



Entry from OMol25: 3 unconnected molecules or ions with the total composition C26H44BrN7O2 in a non-equilibrium geometry (ωB97M-V/def2-TZVPD).

Computed properties:
SMILES: [H]/N=C(\N)NCCCCc1cc(C[C@@H](C)Br)cc2nc(C#C)cnc12.COC[C@@H](C)N.COC[C@@H](C)N
E_tot, Ha: -4124.78569

Geometry (Å):
H 4.9007 5.2239 -4.2966
H -3.9026 3.0505 3.0681
C 0.9535 -4.8115 0.1183
N 6.2382 0.9089 -0.0011
H 3.6740 8.8764 -3.5703
C -2.0236 -0.1021 2.4319
H 3.4225 6.7270 -5.6818
C 3.2803 6.5242 -2.7266
O -5.0119 -6.3138 0.4116
H -3.8432 -6.0650 3.5590
H -4.9561 -8.2227 1.9587
C 2.9569 5.5712 -3.8887
H 6.8517 0.1315 0.2322
H 1.3978 1.5645 -1.8596
H -3.4272 -8.0662 2.4097
C 4.6030 8.3017 -3.6216
H 2.1055 5.5857 -5.8719
C -4.5879 -6.4520 2.8567
H 6.3829 -1.1211 -1.5140
C -1.2538 -1.2757 2.1957
H 1.3330 -2.6788 1.8069
H 2.9548 0.1448 -1.0019
H 2.4694 2.9226 -1.7177
H 3.3610 1.1696 0.3548
C 5.4505 0.5545 -0.9389
H -6.7477 -6.7583 2.9592
H 4.2614 4.1115 -3.3369
H -0.8808 -3.6827 -0.0722
H -1.4866 -2.1487 2.7884
H 4.8221 8.0433 -4.6602
C -6.3750 -5.9698 0.2500
Br -0.8102 -4.6574 2.2922
N -2.4171 2.2564 1.8964
H -6.5712 -4.9384 0.5564
H 5.4177 8.9258 -3.2547
C 0.6372 -2.5044 0.9810
H -0.6331 2.1509 -1.1158
H -4.6393 -4.6573 1.6052
H 1.8396 7.0824 -4.9782
N -3.0079 -0.1710 3.3647
H 4.8224 2.3973 -1.2197
C 1.1894 2.5839 0.0534
H 0.5268 -5.8131 0.0712
C -4.3678 -5.7181 1.5255
H 1.2690 -2.2578 0.1217
H 5.0293 -0.7621 -2.4082
C 2.5630 6.2884 -5.1755
H 1.5516 2.0663 0.9424
C -3.3350 2.1584 2.8268
C -5.9611 -6.2060 3.4730
H -6.6186 -6.0698 -0.8080
N -4.3774 -7.8975 2.7286
C -5.6578 1.0443 5.2627
N 4.4855 1.4664 -1.4275
H 1.3571 -4.4918 -0.8438
H -6.2173 -5.1446 3.4515
C -0.0869 -3.8139 0.6586
N 5.4539 -0.7360 -1.4914
H 2.4923 7.2777 -2.5983
C 3.2166 1.1741 -0.7330
O 4.5489 7.1444 -2.8079
C -3.6435 0.9634 3.5432
H -3.3007 -5.7525 1.2990
C -1.7535 1.0820 1.7086
C -0.7039 1.0442 0.7338
H -7.0225 -6.6512 0.8071
H 1.3872 3.6481 0.1890
H 1.7926 -4.8790 0.8166
C 0.0161 -0.1059 0.5213
C -4.6980 1.0045 4.5418
H -0.8532 3.1392 0.3485
N 4.0658 4.6573 -4.1720
H 0.8044 -0.1303 -0.2182
H 2.0974 4.9687 -3.5775
C -0.3296 2.2844 -0.0775
C -0.2483 -1.3068 1.2662
C 2.0420 2.0891 -1.1495
H -6.3990 0.9177 6.0143
H 3.3048 5.9346 -1.8052
H -5.9696 -6.5306 4.5137



Entry from OMol25: a single C4H4N2O2 molecule in a non-equilibrium geometry (ωB97M-V/def2-TZVPD).

Computed properties:
Energy relative to the best compared isomer or geometry (same formula, charge and spin), kJ/mol: 600.4
SMILES: C=C(C#N)C(=O)NO
E_tot, Ha: -414.61751

Geometry (Å):
O -1.9806 0.3747 -0.8526
N 2.2657 1.4089 1.9226
H -2.1325 -0.6408 -1.3178
C 0.6173 0.2119 -0.8748
C -0.2145 -1.0048 1.3403
H 0.0369 -1.2832 2.4868
H -1.3444 -1.4155 1.2187
C 1.6928 0.5955 1.2444
H -0.5580 1.0909 -2.4869
C 0.5491 -0.2048 0.5593
N -0.5752 0.6035 -1.5513
O 1.6433 0.2637 -1.6888



Entry from OMol25: 2 unconnected molecules or ions with the total composition C5H14 in a non-equilibrium geometry (ωB97M-V/def2-TZVPD).

Computed properties:
Energy relative to the best compared isomer or geometry (same formula, charge and spin), kJ/mol: 75.4
SMILES: CCC.CC
E_tot, Ha: -198.86045

Geometry (Å):
H 1.8536 0.4763 0.0103
C -2.1062 0.5937 -0.9660
H -2.4948 1.5483 -0.5988
H -0.4481 1.3400 -2.0873
C 1.6142 -1.7573 1.2122
H 2.0877 -2.1286 2.1097
H -2.8400 -0.2101 -1.0467
H -0.9948 -0.1281 -2.7790
H 1.0155 -2.5936 0.8670
C 1.3189 0.6909 0.9482
H 0.3793 -0.3889 2.4628
H 1.9338 1.2205 1.6852
H 2.3844 -1.5460 0.4655
H -0.2761 -0.8043 0.8435
C 0.6243 -0.5585 1.3932
C -1.3643 0.7622 -2.2537
H -1.4249 0.4403 -0.1005
H -1.9589 1.4620 -2.8802
H 0.6962 1.5812 0.7148